Entry from OMol25: a single C5H10S molecule at a distorted geometry (wB97M-V/def2-TZVPD).

The energy above the lowest of the compared OMol25 structures with the same formula, charge and spin is 1.656 eV. As for the HOMO-LUMO gap: 9.88 eV. As for the SMILES: C=C[C@@H](S)CC. The value obtained for the HOMO energy is -8.9 eV.

Structure (XYZ):
```
16
Properties=species:S:1:pos:R:3:forces:R:3:lowdin_charge:R:1
C 1.4888 1.7937 -0.1440 1.247 -0.291 -2.355 -0.011
C 0.6622 0.8518 0.2513 -0.342 0.531 1.602 -0.291
C 0.4079 -0.4755 -0.3570 1.201 -0.269 -1.428 -0.652
S 1.9939 -1.4563 -0.0420 -1.153 -1.136 -2.051 0.727
C -0.8549 -1.1562 0.1472 0.300 -2.074 -0.239 -0.312
C -2.0337 -0.2531 -0.0947 2.198 1.296 0.539 -0.102
H 2.1512 1.8020 -1.0555 -1.070 -0.565 0.730 0.089
H 1.6505 2.6671 0.3969 -0.019 1.298 1.233 0.030
H 0.2271 1.0322 1.2661 0.001 -0.320 -0.916 0.132
H 0.3341 -0.3754 -1.5286 0.280 -0.243 2.216 0.149
H 2.3957 -0.8995 1.0397 0.246 0.968 1.480 -0.189
H -1.0027 -2.0379 -0.5331 0.335 0.337 1.016 0.115
H -0.7814 -1.5168 1.2091 0.162 0.308 -1.029 0.122
H -2.7370 -0.7061 -0.7017 -1.897 -0.751 -0.679 0.052
H -1.5563 0.5236 -0.6756 -0.680 0.789 -0.393 0.063
H -2.3452 0.2065 0.8220 -0.807 0.122 0.274 0.077
```
Forces are in eV/Å.

=====

Entry from OMol25: a single C3H2N2O2 molecule at a distorted geometry (wB97M-V/def2-TZVPD).

The energy above the lowest of the compared OMol25 structures with the same formula, charge and spin is 2.835 eV. As for the HOMO-LUMO gap: 10.29 eV. As for the SMILES: O=Cc1cnno1. The value obtained for the HOMO energy is -11.0 eV.

Structure (XYZ):
```
9
Properties=species:S:1:pos:R:3:forces:R:3:lowdin_charge:R:1
O 2.2614 0.3491 -0.2682 -0.045 -0.668 0.087 0.075
C 1.4952 -0.5386 0.0082 0.350 -0.326 0.785 -0.162
C 0.0259 -0.1851 0.0551 0.578 -3.969 0.210 -0.285
C -0.5944 0.9521 0.1456 -0.138 4.847 -1.429 -0.082
N -1.9560 0.7631 -0.1568 0.463 -2.569 1.369 0.048
N -2.1926 -0.5065 -0.1839 2.270 2.244 -0.276 0.091
O -0.8887 -1.1703 -0.0635 -0.880 0.397 -0.179 -0.007
H 1.8671 -1.6167 0.3097 -0.929 1.734 -0.675 0.164
H -0.0179 1.9529 0.1538 -1.668 -1.690 0.108 0.159
```
Forces are in eV/Å.

=====

Entry from OMol25: 2 unconnected molecules or ions with the total composition C3H8O (wB97M-V/def2-TZVPD).

The energy above the lowest of the compared OMol25 structures with the same formula, charge and spin is 3.537 eV. As for the HOMO-LUMO gap: 9.49 eV. The value obtained for the HOMO energy is -8.9 eV.

Structure (XYZ):
```
12
Properties=species:S:1:pos:R:3:forces:R:3:lowdin_charge:R:1
C -0.4299 -0.8173 1.0607 -0.244 -0.186 0.087 -0.161
C -0.5631 0.8201 -1.7550 0.228 0.284 -0.391 -0.031
C 0.8591 -0.6146 0.2457 0.268 -0.528 0.093 -0.194
O -1.1336 1.6519 -0.9321 -0.192 0.282 0.375 -0.062
H -1.3378 -0.3582 0.6669 0.302 0.238 -0.217 0.045
H -0.6633 -1.8852 1.0780 0.161 -0.042 -0.140 0.065
H -0.3851 -0.5525 2.1174 0.385 0.303 -0.042 0.060
H 0.4508 1.2696 -1.8957 0.189 -0.460 -0.351 0.005
H 0.7274 -1.0122 -0.7640 -0.084 0.036 0.049 0.050
H 1.3494 0.3605 0.1289 -0.725 0.199 0.358 0.055
H 1.6483 -1.2151 0.6947 0.064 -0.208 0.071 0.061
H -0.5221 2.3528 -0.6456 -0.351 0.081 0.108 0.108
```
Forces are in eV/Å.

=====

Entry from OMol25: a molecular structure, C35H64AlBrClNO8PS (wB97M-V/def2-TZVPD).

As for the HOMO-LUMO gap: 6.34 eV. The value obtained for the HOMO energy is -4.2 eV. Its total charge is -1.

Structure (XYZ):
```
113
Properties=species:S:1:pos:R:3:forces:R:3:lowdin_charge:R:1
O -3.0247 -3.0195 1.9875 0.425 -0.140 0.302 -0.006
C -4.0032 -2.4747 1.5780 0.043 -0.017 -0.037 -0.924
Cl -4.1958 -2.3617 -0.1827 -0.150 0.003 -0.661 0.651
C -5.0715 -1.8451 2.3314 -0.120 -0.112 0.484 -0.241
Al -5.2055 0.1678 2.2639 -0.066 0.049 0.070 -0.205
Br -5.5109 0.9733 4.4731 -0.016 -0.093 -0.053 0.153
P -7.1555 0.8502 1.0426 0.351 -0.304 -0.447 0.155
S -7.1379 0.2079 -0.8481 -0.120 -0.032 0.030 -0.127
C -3.6976 1.0594 1.3678 0.292 0.266 -0.129 -0.315
C -2.4296 0.4726 1.2542 -0.007 0.554 -0.322 -0.083
C -1.4224 1.1250 0.5491 -0.355 0.222 0.108 -0.084
C -1.6991 2.3709 -0.0105 -0.369 -0.176 0.219 -0.088
C -2.9752 2.9137 0.1684 0.403 -0.775 0.257 -0.164
N -3.9439 2.2835 0.8323 0.027 -0.059 0.012 0.038
H -4.9097 -2.1661 3.3577 -0.146 0.095 0.238 0.045
H -6.0349 -2.2364 2.0086 -0.130 0.105 -0.245 0.074
H -7.2396 2.2491 1.0891 -0.146 0.174 0.203 -0.098
H -8.3624 0.5021 1.6814 -0.075 0.133 0.166 -0.104
H -2.2379 -0.4947 1.6958 0.060 -0.103 0.031 0.084
H -0.4546 0.6606 0.4434 0.158 0.000 -0.063 0.090
H -0.9561 2.9123 -0.5786 0.098 0.019 -0.045 0.093
H -3.2159 3.8834 -0.2444 -0.092 0.151 -0.059 0.089
C -0.0829 -3.0174 -2.0411 -0.070 -0.029 -0.039 -0.153
C 0.3942 -2.2173 -3.2525 0.098 0.008 -0.006 -0.169
C -0.5135 -0.9940 -3.1898 -0.046 -0.130 0.135 -0.205
O -0.7874 -0.7786 -1.8083 0.069 0.058 0.041 -0.148
C -0.3726 -1.9125 -1.0338 -0.036 0.054 -0.084 -0.190
H 0.6541 -3.7325 -1.6773 0.045 0.012 -0.022 0.097
H -1.0011 -3.5573 -2.2853 -0.017 0.017 0.017 0.115
H 1.4398 -1.9285 -3.1147 0.003 -0.010 0.010 0.106
H 0.3075 -2.7516 -4.1995 -0.037 -0.004 -0.003 0.104
H -1.4499 -1.1742 -3.7214 -0.017 0.007 -0.039 0.108
H -0.0505 -0.0927 -3.6010 0.010 0.004 0.009 0.112
H 0.5212 -1.6479 -0.4618 0.008 -0.030 0.001 0.100
H -1.1673 -2.1673 -0.3305 -0.010 0.020 -0.032 0.096
C -3.1967 -5.4430 5.6784 0.013 0.025 0.028 -0.169
C -3.3979 -4.4448 6.8211 -0.004 -0.020 -0.051 -0.171
C -4.1507 -3.3239 6.1113 0.090 -0.039 -0.005 -0.202
O -4.9265 -3.9583 5.0985 -0.241 0.053 -0.008 -0.153
C -4.5106 -5.3052 4.9171 0.103 0.012 0.011 -0.206
H -3.0094 -6.4638 6.0107 -0.003 -0.001 0.030 0.105
H -2.3642 -5.1270 5.0475 -0.007 0.013 -0.019 0.113
H -4.0167 -4.8851 7.6067 -0.013 -0.001 -0.009 0.108
H -2.4673 -4.1014 7.2711 0.022 -0.005 -0.007 0.107
H -3.4590 -2.6168 5.6416 0.004 0.004 0.004 0.121
H -4.8202 -2.7652 6.7657 -0.007 0.005 0.000 0.119
H -5.2773 -5.9784 5.3212 0.019 -0.002 0.004 0.113
H -4.4064 -5.4969 3.8487 0.005 0.007 -0.015 0.118
C 3.2094 -1.4789 3.3415 0.000 0.046 -0.031 -0.169
C 3.6765 -0.3277 2.4476 0.013 -0.101 -0.017 -0.166
C 2.7803 -0.5034 1.2281 0.008 -0.079 0.031 -0.201
O 1.5567 -1.0565 1.7161 -0.029 0.051 -0.086 -0.161
C 1.7096 -1.4878 3.0644 0.026 0.017 0.026 -0.202
H 3.4383 -1.3367 4.3974 0.007 0.020 0.000 0.107
H 3.6604 -2.4202 3.0171 -0.004 0.017 -0.011 0.109
H 3.4759 0.6321 2.9196 -0.038 0.104 0.068 0.106
H 4.7363 -0.3684 2.1960 -0.001 -0.023 0.007 0.108
H 3.2230 -1.2026 0.5074 -0.008 0.029 0.004 0.116
H 2.5663 0.4361 0.7180 -0.029 0.018 0.006 0.117
H 1.1772 -0.7954 3.7267 0.024 -0.007 0.002 0.117
H 1.2572 -2.4749 3.1676 -0.017 0.001 -0.004 0.118
C 1.2702 5.6335 2.5097 -0.037 -0.033 0.021 -0.169
C 0.6142 4.6099 3.4382 0.030 0.020 -0.013 -0.162
C 0.8819 3.3069 2.6962 -0.004 0.044 -0.013 -0.191
O 2.1290 3.4932 2.0123 0.057 -0.086 0.002 -0.151
C 2.4999 4.8722 2.0347 -0.047 -0.077 0.039 -0.215
H 1.5265 6.5731 2.9966 0.003 0.010 0.013 0.107
H 0.6108 5.8526 1.6672 -0.010 -0.011 -0.008 0.114
H 1.1141 4.6084 4.4100 0.007 -0.002 -0.003 0.110
H -0.4484 4.7805 3.6004 -0.023 0.011 -0.012 0.114
H 0.0979 3.0979 1.9651 -0.012 0.007 0.011 0.098
H 0.9655 2.4433 3.3587 0.039 0.005 -0.016 0.116
H 3.3396 5.0084 2.7267 0.000 0.031 -0.010 0.116
H 2.8299 5.1699 1.0410 0.024 -0.017 -0.020 0.100
C 5.8539 8.5658 -0.1902 -0.043 -0.002 -0.014 -0.170
C 4.5770 8.9128 -0.9581 0.028 -0.015 0.036 -0.170
C 3.6231 7.8303 -0.4659 0.045 0.025 -0.011 -0.206
O 4.0195 7.5356 0.8729 -0.055 -0.019 0.089 -0.156
C 5.2878 8.1214 1.1539 0.008 0.019 -0.071 -0.205
H 6.5505 9.3975 -0.0966 -0.005 0.024 -0.009 0.108
H 6.3729 7.7375 -0.6763 -0.004 -0.012 0.002 0.113
H 4.2161 9.9004 -0.6641 -0.006 0.001 0.010 0.112
H 4.6984 8.9020 -2.0399 0.020 -0.007 -0.013 0.109
H 3.7058 6.9225 -1.0733 0.005 0.006 -0.006 0.119
H 2.5794 8.1453 -0.4598 -0.013 0.000 0.006 0.119
H 5.1496 8.9751 1.8270 0.009 0.006 -0.008 0.116
H 5.9097 7.3817 1.6593 0.001 -0.010 0.008 0.117
C -2.6345 -0.6982 -8.3454 0.035 0.018 0.017 -0.171
C -1.3299 0.0781 -8.1573 -0.031 -0.030 0.009 -0.171
C -1.1577 0.0193 -6.6431 -0.032 0.008 -0.040 -0.209
O -1.7362 -1.2164 -6.2292 0.052 -0.099 0.022 -0.154
C -2.4912 -1.7907 -7.2916 -0.012 0.058 -0.033 -0.204
H -2.7675 -1.0991 -9.3494 0.018 0.002 -0.016 0.107
H -3.4895 -0.0601 -8.1151 -0.004 0.003 0.014 0.114
H -0.5072 -0.4403 -8.6550 0.003 -0.007 0.007 0.110
H -1.3678 1.0992 -8.5339 -0.021 0.011 -0.008 0.108
H -1.6832 0.8433 -6.1496 0.002 0.008 -0.008 0.124
H -0.1140 0.0400 -6.3269 0.009 -0.005 0.006 0.114
H -1.9519 -2.6581 -7.6907 -0.004 0.010 -0.013 0.115
H -3.4472 -2.1320 -6.8941 -0.007 -0.008 0.009 0.120
C 4.0063 -6.3717 -2.6890 0.005 0.035 -0.034 -0.169
C 4.5056 -5.5711 -3.8933 -0.024 -0.020 0.031 -0.171
C 3.6073 -4.3407 -3.8306 -0.033 -0.074 -0.024 -0.211
O 3.3264 -4.1266 -2.4509 0.019 0.115 0.081 -0.153
C 3.7228 -5.2607 -1.6845 0.000 -0.025 -0.018 -0.206
H 4.7243 -7.1006 -2.3158 0.023 0.000 -0.010 0.108
H 3.0844 -6.8984 -2.9429 -0.011 0.009 0.000 0.113
H 5.5510 -5.2877 -3.7536 0.001 0.006 0.014 0.111
H 4.4198 -6.1030 -4.8397 -0.009 -0.019 -0.002 0.108
H 2.6644 -4.5102 -4.3619 0.012 -0.002 -0.029 0.116
H 4.0758 -3.4446 -4.2390 -0.002 0.023 0.010 0.117
H 4.6205 -5.0096 -1.1080 0.005 -0.014 -0.002 0.116
H 2.9228 -5.5055 -0.9850 -0.010 0.002 0.007 0.117
```
Forces are in eV/Å.

=====

Entry from OMol25: 2 unconnected molecules or ions with the total composition C4H12O3 at a distorted geometry (wB97M-V/def2-TZVPD).

The energy above the lowest of the compared OMol25 structures with the same formula, charge and spin is 1.402 eV. As for the HOMO-LUMO gap: 10.61 eV. As for the SMILES: CCOCOC.O. The value obtained for the HOMO energy is -10.0 eV.

Structure (XYZ):
```
19
Properties=species:S:1:pos:R:3:forces:R:3:lowdin_charge:R:1
C -3.1403 0.5413 1.1892 0.035 -0.152 1.046 -0.089
C -1.8707 0.4468 0.3890 0.676 0.771 -0.749 -0.291
O -0.7238 0.2942 1.2620 0.583 -0.855 -0.983 -0.125
C 0.5057 0.1213 0.4851 -2.682 -1.344 1.937 -0.285
O 0.8647 1.3506 0.0415 0.130 0.644 -0.479 -0.131
C 1.8208 1.2241 -0.9640 1.166 0.616 -0.632 -0.111
H -4.0203 0.9339 0.6524 0.586 -0.169 -0.046 0.080
H -2.9352 1.1948 2.0539 -0.299 -0.234 -0.235 0.083
H -3.3770 -0.4698 1.5608 -0.102 0.460 0.057 0.078
H -1.6788 1.3706 -0.1899 -0.314 -0.344 0.081 0.119
H -1.9850 -0.3849 -0.3325 0.492 0.107 0.256 0.116
H 1.2664 -0.3365 1.1463 -0.325 0.302 -0.055 0.144
H 0.2494 -0.6195 -0.2965 0.359 0.406 -0.245 0.130
H 2.4084 2.1575 -0.9551 -0.154 -0.425 -0.163 0.097
H 1.3801 1.0954 -1.9669 -0.045 -0.049 0.286 0.095
H 2.5009 0.3783 -0.7674 -0.088 0.232 -0.077 0.087
O 3.0771 -2.8861 -0.8059 -0.538 -0.593 -0.914 -0.092
H 3.2115 -2.7749 -1.7743 -0.161 -0.170 1.031 0.047
H 2.4461 -3.6371 -0.7276 0.681 0.797 -0.117 0.048
```
Forces are in eV/Å.

=====

Entry from OMol25: a molecular structure, C15H30ClN5O8PS2W at a distorted geometry (wB97M-V/def2-TZVPD).

The energy above the lowest of the compared OMol25 structures with the same formula, charge and spin is 3.647 eV. The spin multiplicity is 2. The expectation value of S² is 0.75. As for the HOMO-LUMO gap (spin up / spin down): 6.78 / 6.74 eV. The value obtained for the HOMO energy (spin up / spin down) is -6.9 / -6.6 eV.

Structure (XYZ):
```
63
Properties=species:S:1:pos:R:3:forces:R:3:lowdin_charge:R:1
W 0.4215 -0.4854 -0.6818 -0.677 0.891 0.633 1.319
C 3.1928 0.8967 -0.9525 0.316 -0.395 0.464 -0.152
C 3.2123 -0.0231 0.2822 0.375 0.501 0.076 -0.209
N 2.4218 -1.2301 0.0186 -0.062 -0.021 -0.096 -0.203
C 3.0788 -2.1885 -0.8911 -0.139 -0.323 -0.594 -0.152
C 2.0993 -2.6868 -1.9687 0.374 -0.590 0.215 -0.190
N 1.2825 -1.5774 -2.4637 -0.149 -0.204 0.363 -0.149
C 2.0132 -0.6871 -3.3807 0.073 0.593 -0.107 -0.153
C 1.7814 0.7797 -2.9842 -0.028 -0.198 -0.561 -0.173
N 1.8376 0.9198 -1.5242 -0.238 0.772 -0.105 -0.201
H 3.5110 1.9014 -0.6589 -0.003 -0.120 -0.123 0.133
H 3.8840 0.5269 -1.7151 -0.009 0.086 0.056 0.111
H 4.2471 -0.2694 0.5519 -0.075 0.034 -0.037 0.129
H 2.7515 0.5027 1.1265 0.081 -0.251 -0.139 0.077
H 2.2224 -1.6966 0.9150 -0.258 0.288 -0.106 0.000
H 3.9339 -1.7006 -1.3706 -0.003 -0.055 0.171 0.109
H 3.4413 -3.0553 -0.3323 0.075 0.139 -0.060 0.135
H 2.6586 -3.1735 -2.7810 -0.007 0.096 0.078 0.130
H 1.4263 -3.4250 -1.5330 0.196 0.186 -0.192 0.085
H 0.4149 -1.9322 -2.8836 0.100 0.102 0.155 0.110
H 3.0808 -0.9210 -3.3302 -0.108 -0.043 0.012 0.111
H 1.7013 -0.8349 -4.4193 0.033 -0.032 0.127 0.132
H 2.5054 1.4380 -3.4860 -0.116 -0.110 0.065 0.131
H 0.7726 1.0720 -3.2910 0.213 0.061 0.054 0.113
H 1.3444 1.7955 -1.2803 0.100 -0.265 -0.167 0.079
C 1.1148 0.3669 5.8285 -0.207 0.009 -0.211 -0.097
C -0.2849 0.3901 5.2382 -0.005 -0.123 0.463 -0.314
O -0.2872 0.8500 3.8918 0.027 -0.044 -0.605 -0.371
P -0.2511 -0.1750 2.6355 0.138 0.302 1.122 -0.021
S 0.0443 1.1713 1.1448 0.300 -1.012 -0.474 0.476
S 1.0730 -1.5930 2.9436 -0.523 0.354 0.145 0.399
O -1.7632 -0.7370 2.5800 0.947 -0.059 0.177 -0.321
C -2.8105 -0.1078 1.8474 -0.317 0.272 -0.261 -0.307
C -3.1526 1.2800 2.3632 0.128 -0.231 0.027 -0.088
H 1.0577 0.1321 6.8879 0.009 -0.030 0.163 0.074
H 1.5971 1.3315 5.7051 0.044 0.183 0.016 0.075
H 1.7111 -0.3867 5.3239 0.075 -0.032 0.030 0.019
H -0.9229 1.0989 5.7735 0.019 -0.154 0.050 0.117
H -0.7284 -0.6085 5.3026 -0.069 0.085 -0.018 0.108
H -3.6581 -0.7882 1.9596 0.069 0.072 -0.089 0.128
H -2.5350 -0.0648 0.7838 -0.143 -0.015 0.330 0.069
H -3.3598 1.2507 3.4307 -0.113 0.015 0.073 0.080
H -4.0267 1.6510 1.8312 -0.126 0.051 -0.006 0.074
H -2.3244 1.9649 2.1968 -0.026 0.071 0.002 0.032
O -0.7317 -3.5414 -1.3445 -0.457 -0.418 -1.063 -0.311
Cl -0.7663 -3.1471 0.0142 0.730 -2.404 -0.264 0.650
O -1.6234 -3.9574 0.7690 -0.789 -0.277 0.628 -0.244
O -1.2134 -1.7714 0.1040 -0.296 1.989 -0.187 -0.483
O 0.5689 -3.1771 0.5045 0.852 -0.279 0.622 -0.408
C -2.7492 3.7607 -1.9162 0.029 0.420 0.083 -0.013
N -2.5742 2.3264 -1.9078 0.384 -0.097 0.272 -0.049
C -3.6025 1.4776 -2.1887 -0.114 -0.629 -0.281 -0.045
C -3.4029 0.1587 -2.3851 -0.296 0.185 0.187 0.031
C -2.0562 -0.3523 -2.2569 0.164 -0.524 -0.931 -0.497
O -1.6342 -1.4323 -2.6687 -0.677 0.329 -0.045 0.015
N -1.1508 0.4890 -1.6632 0.529 -0.439 0.211 -0.029
C -1.3198 1.8199 -1.6140 0.462 1.070 -0.251 -0.549
O -0.3694 2.5773 -1.3879 -0.411 0.231 0.000 -0.049
H -3.3179 4.0622 -2.7954 0.004 -0.003 0.025 0.094
H -1.7551 4.2089 -1.9409 -0.236 -0.010 -0.024 0.090
H -3.2597 4.0974 -1.0130 -0.026 0.024 -0.010 0.098
H -4.5738 1.9418 -2.2912 -0.016 0.005 -0.041 0.133
H -4.1983 -0.5130 -2.6524 -0.127 -0.027 -0.046 0.115
```
Forces are in eV/Å.

=====

no.,calculated total energy (hartree)
1,-594.63424
2,-375.40735
3,-194.20598
4,-6044.95642
5,-385.27023
6,-3130.16051